# 1
Formula: C34H75N6O6
Source: the OMol25 dataset
Level of theory: the ωB97M-V functional and the def2-TZVPD basis

Cartesian coordinates (Å):
C (-5.57711, 2.23010, 8.19255)
O (-5.26786, 1.18208, 7.24860)
C (-5.69587, -0.13634, 7.59188)
C (-4.83572, -1.11013, 6.72318)
N (-4.59509, -0.60394, 5.29130)
H (-5.22725, -1.12602, 4.70146)
H (-4.83422, 0.37591, 5.23816)
C (-3.07571, -0.67716, 4.73678)
C (-3.01961, 0.47416, 3.70971)
O (-3.35486, 1.67283, 4.27692)
C (-3.50872, 2.67364, 3.18721)
H (-5.09678, 3.16618, 7.90773)
H (-5.12643, 1.95378, 9.14577)
H (-6.62568, 2.42592, 8.41672)
H (-6.75890, -0.35946, 7.50096)
H (-5.44915, -0.27849, 8.64402)
H (-5.32876, -2.07283, 6.58815)
H (-3.86127, -1.28723, 7.17833)
H (-2.90240, -1.66296, 4.30520)
H (-2.43623, -0.47167, 5.59523)
H (-3.75350, 0.27001, 2.93007)
H (-1.98323, 0.56607, 3.38478)
H (-3.47213, 3.67487, 3.61650)
H (-4.38518, 2.41999, 2.59091)
H (-2.74789, 2.69822, 2.40706)
C (5.07393, -1.46483, 6.69612)
O (5.79728, -2.65089, 7.21673)
C (6.75356, -2.25048, 8.11518)
C (6.02541, -2.15904, 9.45761)
N (5.43906, -3.48585, 9.86144)
H (4.76351, -3.66503, 9.13232)
H (6.08110, -4.26386, 9.81062)
C (4.60263, -3.53819, 11.22096)
C (5.45802, -3.35760, 12.47817)
O (5.05966, -4.35391, 13.30527)
C (5.64338, -4.41834, 14.54287)
H (4.93168, -0.71871, 7.47790)
H (4.20747, -1.65186, 6.06179)
H (5.67514, -1.05599, 5.88402)
H (7.28017, -1.31653, 7.91892)
H (7.51502, -3.02493, 8.02290)
H (5.19220, -1.45742, 9.49749)
H (6.75448, -1.94608, 10.23941)
H (4.12029, -4.51490, 11.25940)
H (3.83310, -2.76682, 11.19064)
H (5.39841, -2.30847, 12.76776)
H (6.50852, -3.50397, 12.22690)
H (5.37686, -5.28047, 15.15426)
H (5.27094, -3.54493, 15.07816)
H (6.73296, -4.43443, 14.51728)
C (0.45631, -3.11714, -2.38025)
C (-0.09265, -4.38973, -1.82354)
O (0.47958, -4.81885, -0.83858)
O (-1.13722, -4.83218, -2.34638)
H (0.60181, -3.22459, -3.45515)
H (1.40533, -2.84466, -1.91849)
H (-0.08898, -2.19533, -2.17772)
C (1.21951, 10.09703, -1.56518)
C (0.51094, 9.23485, -2.69030)
N (1.17025, 7.99376, -3.03919)
C (2.59711, 8.03789, -3.42396)
C (3.08002, 8.48077, -4.80233)
C (0.33184, 7.23511, -4.04411)
C (0.62960, 5.82704, -4.25921)
H (1.51593, 9.52772, -0.68421)
H (0.41116, 10.74291, -1.22236)
H (2.07038, 10.69688, -1.88816)
H (-0.56416, 9.10800, -2.56309)
H (0.49550, 9.82378, -3.60738)
H (3.12516, 8.51973, -2.60110)
H (2.99329, 7.02589, -3.34025)
H (2.53084, 7.90603, -5.54811)
H (3.00013, 9.56348, -4.89962)
H (4.09746, 8.10150, -4.89756)
H (0.36543, 7.77415, -4.99091)
H (-0.65152, 7.29683, -3.57796)
H (-0.26798, 5.25043, -4.48277)
H (0.99311, 5.44323, -3.30598)
H (1.38140, 5.78772, -5.04746)
C (-4.67014, -5.15025, -9.83406)
C (-3.57112, -5.59372, -10.76822)
N (-3.73295, -5.23390, -12.23028)
C (-2.37551, -5.52839, -12.91654)
C (-2.25311, -4.96060, -14.31583)
C (-4.86253, -6.01917, -12.78837)
C (-4.77644, -7.59044, -12.61483)
H (-4.81872, -4.07324, -9.75626)
H (-4.55391, -5.63588, -8.86517)
H (-5.65150, -5.43902, -10.21044)
H (-2.63751, -5.16432, -10.40481)
H (-3.41432, -6.66978, -10.69323)
H (-1.66567, -4.98028, -12.29702)
H (-1.97054, -6.53800, -12.98570)
H (-2.40004, -3.89936, -14.51648)
H (-1.19532, -5.07549, -14.55245)
H (-2.77579, -5.54389, -15.07389)
H (-4.85287, -5.79170, -13.85432)
H (-5.84106, -5.62581, -12.51296)
H (-3.77670, -8.01014, -12.50321)
H (-5.24918, -8.02078, -13.49769)
H (-5.20287, -7.84660, -11.64495)
N (8.52228, 1.29967, -1.89918)
C (9.86689, 1.45494, -1.92790)
C (10.19873, 2.76971, -1.98126)
C (8.98567, 3.43144, -1.96510)
C (7.92861, 2.52570, -1.86215)
H (8.06090, 0.40289, -1.84437)
H (10.38991, 0.57190, -1.59155)
H (11.14666, 3.27788, -1.88340)
H (8.81964, 4.49468, -1.87359)
H (6.85622, 2.63073, -1.78903)
N (-7.10558, -0.21959, -1.79403)
C (-7.93705, 0.74671, -1.32829)
C (-7.85669, 1.79713, -2.14334)
C (-6.76072, 1.67323, -2.91560)
C (-6.30786, 0.35979, -2.74611)
H (-6.90774, -1.08642, -1.31492)
H (-8.57823, 0.50044, -0.49483)
H (-8.47245, 2.65586, -1.92011)
H (-6.36794, 2.40507, -3.60590)
H (-5.46828, -0.21724, -3.10466)

The value obtained for the HOMO-LUMO gap is 3.27 eV. Its LUMO energy is -3.012 eV. As for the net charge: +1. Its spin multiplicity is 1.

---

# 2
Formula: C47H60BCrN6O2P
Source: the OMol25 dataset
Level of theory: the ωB97M-V functional and the def2-TZVPD basis

Cartesian coordinates (Å):
Cr (0.73505, -0.55868, -0.50507)
N (2.66796, -1.15893, 3.41417)
C (1.90946, -1.29821, 2.35910)
N (1.95710, -0.42850, 1.37607)
C (2.73979, 0.71064, 1.41287)
N (2.83610, 1.46554, 0.35141)
N (2.18092, 0.87181, -0.63482)
C (2.13344, 1.68524, -1.84072)
C (1.35433, 0.84805, -2.88822)
C (0.98676, 1.26869, -4.11868)
C (0.45202, 0.41046, -5.12926)
C (0.25453, -0.93900, -4.73555)
C (0.42829, -1.32028, -3.41821)
N (0.97795, -0.43294, -2.49961)
C (3.47987, 0.96184, 2.60632)
C (4.43089, 1.99149, 2.69634)
C (5.17605, 2.12981, 3.89149)
C (4.79989, 1.38740, 5.01500)
C (3.89132, 0.32054, 4.89331)
C (3.35105, 0.03026, 3.67708)
H (2.60079, -1.82919, 4.21506)
H (1.31224, -2.22793, 2.20146)
H (3.19836, 1.86052, -2.17390)
H (1.05965, 2.38221, -4.28709)
H (0.20135, 0.78178, -6.13018)
H (0.16951, -1.71143, -5.48979)
H (0.15077, -2.36244, -3.15625)
H (4.63031, 2.60842, 1.82687)
H (6.08316, 2.78327, 3.99003)
H (5.09812, 1.67217, 6.00101)
H (3.76324, -0.36869, 5.70352)
N (-0.02832, 10.32705, 1.15368)
C (0.05655, 9.22483, 0.78524)
C (0.29420, 7.90471, 0.33902)
C (0.10856, 7.70772, -1.03684)
C (0.51699, 6.48412, -1.59271)
C (1.02847, 5.47220, -0.78903)
C (1.15384, 5.67775, 0.60140)
C (0.81912, 6.90455, 1.18845)
C (1.35044, 4.16474, -1.22799)
C (1.55975, 2.96809, -1.51430)
H (-0.43903, 8.51706, -1.59786)
H (0.44429, 6.30635, -2.68003)
H (1.52838, 4.88820, 1.18530)
H (0.94974, 7.11523, 2.26371)
C (4.04509, -4.47030, -2.32263)
C (2.74280, -4.77136, -1.59616)
C (1.95233, -5.96561, -2.16504)
O (1.90575, -3.52153, -1.92229)
B (1.37306, -3.06826, -0.76596)
O (1.70822, -3.72270, 0.35922)
C (2.80376, -4.69922, -0.02831)
C (4.07008, -4.34593, 0.62520)
C (2.28055, -5.99351, 0.61122)
H (3.70335, -4.47351, -3.34606)
H (4.83805, -5.21222, -2.19892)
H (4.44429, -3.44480, -2.16628)
H (1.90824, -5.83354, -3.24773)
H (0.89153, -5.99390, -1.75526)
H (2.44743, -6.88884, -2.04687)
H (4.46389, -3.41426, 0.20408)
H (4.83241, -5.09108, 0.39576)
H (3.94721, -4.25909, 1.70402)
H (1.33972, -6.35315, 0.20445)
H (2.19848, -5.72535, 1.67131)
H (3.04602, -6.82734, 0.52951)
C (-4.37321, 1.77100, -3.23691)
C (-3.35825, 2.69411, -2.54480)
C (-2.33849, 1.87945, -1.67378)
C (-2.93243, 0.55159, -1.15593)
C (-3.30954, -0.42060, -2.34401)
C (-3.83384, 0.35862, -3.61296)
P (-1.64396, -0.20911, 0.08806)
C (-2.00535, 0.76727, 1.80095)
C (-3.50355, 0.96495, 2.11662)
C (-3.99082, 2.45864, 2.14259)
C (-3.10070, 3.44124, 2.98032)
C (-1.58658, 2.94511, 3.05324)
C (-1.15368, 2.03829, 1.85300)
C (-2.07415, -1.92645, 0.65498)
C (-3.50302, -2.34309, 1.08908)
C (-3.53523, -3.80363, 1.62442)
C (-2.17774, -4.49554, 1.47751)
C (-1.59532, -4.39958, 0.09379)
C (-1.56297, -2.93956, -0.39899)
H (-4.61199, 2.25259, -4.22540)
H (-5.30319, 1.71436, -2.65644)
H (-3.92733, 3.27643, -1.78893)
H (-2.82418, 3.42058, -3.20420)
H (-1.91478, 2.36371, -0.84276)
H (-1.47800, 1.59955, -2.32414)
H (-3.90836, 0.78529, -0.56462)
H (-4.07895, -1.13854, -2.03568)
H (-2.37698, -0.96251, -2.59227)
H (-4.57582, -0.18423, -4.14529)
H (-2.93847, 0.52864, -4.24173)
H (-1.54129, 0.00852, 2.45918)
H (-3.74163, 0.53269, 3.15089)
H (-4.13040, 0.39775, 1.38736)
H (-5.03533, 2.39993, 2.56708)
H (-4.06543, 2.86334, 1.09741)
H (-3.59034, 3.50005, 4.00566)
H (-3.23616, 4.40481, 2.52154)
H (-1.41123, 2.46448, 4.02377)
H (-0.90138, 3.77070, 2.96351)
H (-0.10332, 1.79272, 1.92552)
H (-1.28784, 2.67785, 0.95440)
H (-1.39848, -1.96773, 1.49324)
H (-4.28492, -2.23900, 0.31666)
H (-3.73328, -1.70333, 1.96733)
H (-4.35841, -4.40369, 1.19673)
H (-3.69713, -3.71933, 2.67487)
H (-2.32579, -5.50792, 1.88236)
H (-1.45435, -4.03160, 2.18236)
H (-2.17814, -5.03510, -0.58314)
H (-0.59120, -4.80749, 0.08172)
H (-2.21015, -2.77799, -1.31868)
H (-0.50237, -2.72922, -0.78050)

The value obtained for the HOMO-LUMO gap (alpha / beta) is 5.24 / 5.88 eV. Its LUMO energy (alpha / beta) is -0.011 / -0.022 eV. The expectation value of S² is 6.085. Its spin multiplicity is 5.

---

# 3
Formula: C9H9NO2S
Source: the OMol25 dataset
Level of theory: the ωB97M-V functional and the def2-TZVPD basis

Cartesian coordinates (Å):
C (1.46768, -2.32381, 1.12796)
C (2.33876, -1.73025, 0.35320)
C (1.80065, -1.20458, -1.07154)
C (0.95973, 0.01504, -0.96155)
C (1.19868, 1.22719, -0.46917)
C (0.37676, 2.31172, -0.07283)
C (-0.89448, 2.40941, 0.41014)
C (-2.02699, 1.50901, 0.45623)
C (-2.16596, 0.32870, -0.15881)
N (-3.26106, -0.56883, -0.08977)
O (-4.27752, -0.10979, 0.36456)
O (-3.08625, -1.77144, -0.40742)
S (-0.83262, -0.48087, -1.23149)
H (1.62829, -2.89118, 2.10697)
H (0.47340, -2.50193, 0.93012)
H (3.43712, -1.44083, 0.49870)
H (2.61120, -1.08008, -1.78481)
H (1.14741, -1.91109, -1.55945)
H (2.28651, 1.62171, -0.46193)
H (0.75957, 3.30241, 0.06990)
H (-1.13179, 3.41610, 0.82791)
H (-2.80908, 1.87339, 1.12307)

The value obtained for the HOMO-LUMO gap is 6.70 eV. Its LUMO energy is -1.396 eV. Its SMILES is C=CCC1=CC=CC=C([N+](=O)[O-])S1. Its spin multiplicity is 1.